No. 1
# C3H8NO

A gas-phase ion, C3H8NO (charge +1) in a non-equilibrium geometry (the ωB97M-V functional and the def2-TZVPD basis, the Open Molecules 2025 dataset).

Values from the calculation:
* orbital gap (spin up / spin down): 0.2929 / 0.3071 hartree
* energy above the lowest of the compared OMol25 structures with the same formula, charge and spin: 397.6 kJ/mol
* net charge: +1
* energy: -248.6845 a.u.
* LUMO energy (spin up / spin down): -0.14307 / -0.13858 hartree

```
13
C3H8NO (the ωB97M-V functional and the def2-TZVPD basis)
C 1.97 -0.12 -0.30
C -0.21 -0.12 0.09
C -0.51 1.37 0.01
N -1.12 -1.27 0.30
O 0.97 -0.66 0.13
H 2.00 0.88 -0.69
H 2.88 -0.83 -0.43
H -1.32 1.68 0.76
H -0.97 1.74 -1.04
H 0.43 1.98 0.22
H -2.02 -1.15 -0.25
H -1.48 -1.37 1.24
H -0.62 -2.13 -0.02
```



No. 2
# C3H8NO

A gas-phase ion, C3H8NO (charge +1) in a non-equilibrium geometry (the ωB97M-V functional and the def2-TZVPD basis, the Open Molecules 2025 dataset).

Values from the calculation:
* orbital gap: 0.3672 hartree
* energy above the lowest of the compared OMol25 structures with the same formula, charge and spin: 364.2 kJ/mol
* net charge: +1
* SMILES: CC[N+](C)=O
* energy: -248.6972 a.u.
* LUMO energy: -0.26369 hartree

```
13
C3H8NO (the ωB97M-V functional and the def2-TZVPD basis)
C 1.11 -1.01 0.59
C 0.33 -0.59 -0.67
N -0.89 -0.05 -0.18
C -1.03 1.43 -0.27
O -1.65 -0.66 0.48
H 0.70 -1.66 1.42
H 2.15 -1.51 0.47
H 1.47 -0.05 1.21
H 0.16 -1.48 -1.17
H 0.82 0.18 -1.35
H -1.70 1.67 -1.09
H -0.03 1.90 -0.17
H -1.44 1.82 0.75
```



No. 3
# C3H8NO

2 unconnected molecules or ions with the total composition C3H8NO (the ωB97M-V functional and the def2-TZVPD basis, the Open Molecules 2025 dataset).

Values from the calculation:
* orbital gap: 0.3587 hartree
* energy above the lowest of the compared OMol25 structures with the same formula, charge and spin: 78.0 kJ/mol
* net charge: +1
* energy: -248.8062 a.u.
* LUMO energy: -0.19103 hartree

```
13
C3H8NO (the ωB97M-V functional and the def2-TZVPD basis)
C 0.70 -0.95 0.90
C 1.91 -0.44 0.74
C -1.59 -0.84 0.27
N -0.40 -0.39 0.20
H 0.48 -1.90 1.37
H 2.17 0.36 0.05
H 2.75 -0.71 1.37
H -2.32 -0.45 -0.43
H -1.79 -1.62 1.00
H -0.30 0.47 -0.37
H -0.17 2.51 -0.86
H -0.74 2.33 -2.30
O -0.40 1.84 -1.54
```



No. 4
# C3H8NO

A gas-phase ion, C3H8NO (charge +1) in a non-equilibrium geometry (the ωB97M-V functional and the def2-TZVPD basis, the Open Molecules 2025 dataset).

Values from the calculation:
* spin multiplicity: 3
* orbital gap (spin up / spin down): 0.1926 / 0.2772 hartree
* expectation value of S²: 2.007
* energy above the lowest of the compared OMol25 structures with the same formula, charge and spin: 416.3 kJ/mol
* net charge: +1
* energy: -248.4901 a.u.
* LUMO energy (spin up / spin down): -0.11318 / -0.35608 hartree

```
13
C3H8NO (the ωB97M-V functional and the def2-TZVPD basis)
C 1.66 0.77 0.03
C 0.29 0.26 -0.48
C -2.02 -0.10 0.10
N 1.18 -0.65 0.25
O -0.73 0.62 0.27
H 2.32 0.86 -0.81
H 1.58 1.52 0.77
H 0.01 -0.14 -1.42
H -1.92 -1.11 0.54
H -2.03 -0.29 -0.99
H -2.88 0.49 0.56
H 1.70 -1.47 -0.07
H 0.83 -0.76 1.25
```



No. 5
# C3H8NO

2 unconnected molecules or ions with the total composition C3H8NO in a non-equilibrium geometry (the ωB97M-V functional and the def2-TZVPD basis, the Open Molecules 2025 dataset).

Values from the calculation:
* spin multiplicity: 3
* orbital gap (spin up / spin down): 0.2442 / 0.4190 hartree
* expectation value of S²: 2.005
* energy above the lowest of the compared OMol25 structures with the same formula, charge and spin: 31.3 kJ/mol
* net charge: +1
* energy: -248.6367 a.u.
* LUMO energy (spin up / spin down): -0.17499 / -0.20166 hartree

```
13
C3H8NO (the ωB97M-V functional and the def2-TZVPD basis)
C 2.03 -0.22 -0.55
C -1.33 -0.99 0.26
C -0.88 0.19 -0.33
N -1.13 1.38 -0.03
O 3.08 0.05 0.24
H 2.24 -1.22 -0.92
H -2.35 -1.31 -0.31
H -1.68 -0.92 1.39
H -0.63 -1.79 0.01
H -0.13 0.20 -1.23
H 3.01 0.81 0.84
H -1.62 1.62 0.90
H -0.60 2.20 -0.27
```



No. 6
# C3H8NO2

2 unconnected molecules or ions with the total composition C3H8NO2 (the ωB97M-V functional and the def2-TZVPD basis, the Open Molecules 2025 dataset).

Values from the calculation:
* orbital gap: 0.3069 hartree
* energy above the lowest of the compared OMol25 structures with the same formula, charge and spin: 108.8 kJ/mol
* net charge: -1
* energy: -324.3740 a.u.
* LUMO energy: 0.15865 hartree

```
14
C3H8NO2 (the ωB97M-V functional and the def2-TZVPD basis)
C 0.82 -2.74 -0.04
N -0.06 -1.75 -0.05
O 0.79 -3.78 -0.71
H 1.66 -2.57 0.65
H 0.15 -0.70 0.50
H -0.79 -1.92 -0.73
C -0.35 1.49 0.77
O 0.47 0.43 1.07
C -0.31 1.89 -0.69
H -0.08 2.38 1.39
H -1.41 1.31 1.05
H -0.98 2.72 -0.92
H -0.59 1.06 -1.32
H 0.70 2.17 -0.99
```



No. 7
# C3H8NO2

A molecular structure, C3H8NO2 in a non-equilibrium geometry (the ωB97M-V functional and the def2-TZVPD basis, the Open Molecules 2025 dataset).

Values from the calculation:
* orbital gap: 0.2978 hartree
* energy above the lowest of the compared OMol25 structures with the same formula, charge and spin: 185.4 kJ/mol
* net charge: -1
* energy: -324.3448 a.u.
* LUMO energy: 0.16397 hartree

```
14
C3H8NO2 (the ωB97M-V functional and the def2-TZVPD basis)
C -1.31 -0.77 -0.98
N -1.05 -2.20 -1.11
O -1.21 -0.04 -1.97
H -2.05 -0.62 -0.19
H -0.72 -2.34 -2.06
H -0.29 -2.42 -0.48
C 0.18 0.92 0.46
O 0.08 -0.44 0.27
C 1.49 1.24 1.21
H -0.64 1.33 1.08
H 0.14 1.44 -0.51
H 1.65 2.32 1.30
H 2.36 0.78 0.76
H 1.38 0.82 2.22
```



No. 8
# C3H8NO2

A gas-phase ion, C3H8NO2 (charge -1) in a non-equilibrium geometry (the ωB97M-V functional and the def2-TZVPD basis, the Open Molecules 2025 dataset).

Values from the calculation:
* orbital gap: 0.2289 hartree
* energy above the lowest of the compared OMol25 structures with the same formula, charge and spin: 296.2 kJ/mol
* net charge: -1
* SMILES: [O-]CNCCO
* energy: -324.3026 a.u.
* LUMO energy: 0.14406 hartree

```
14
C3H8NO2 (the ωB97M-V functional and the def2-TZVPD basis)
O -0.22 1.02 -2.18
C -0.94 1.53 -1.18
N -0.90 0.77 0.15
C 0.14 -0.29 0.13
C 0.25 -1.05 1.44
O 1.55 -1.71 1.50
H -0.68 2.60 -0.95
H -2.02 1.54 -1.49
H -1.82 0.38 0.19
H 1.08 0.23 -0.04
H -0.09 -0.90 -0.75
H -0.48 -1.82 1.66
H 0.13 -0.32 2.25
H 1.89 -1.58 0.61
```



No. 9
# C3H8NO2

2 unconnected molecules or ions with the total composition C3H8NO2 (the ωB97M-V functional and the def2-TZVPD basis, the Open Molecules 2025 dataset).

Values from the calculation:
* orbital gap: 0.3130 hartree
* energy above the lowest of the compared OMol25 structures with the same formula, charge and spin: 69.8 kJ/mol
* net charge: -1
* energy: -324.3888 a.u.
* LUMO energy: 0.16142 hartree

```
14
C3H8NO2 (the ωB97M-V functional and the def2-TZVPD basis)
C -1.52 0.46 0.47
N -0.17 0.44 1.00
C 0.65 1.42 0.31
H -2.00 1.41 0.73
H -1.56 0.32 -0.63
H -2.12 -0.35 0.91
H 0.25 -0.50 0.81
H 0.80 1.17 -0.75
H 1.63 1.48 0.80
H 0.18 2.41 0.38
O 0.37 -1.26 -1.76
C 0.96 -2.05 -1.02
O 1.18 -1.96 0.23
H 1.38 -2.98 -1.47
```



No. 10
# C3H8NO2

A molecular structure, C3H8NO2 in a non-equilibrium geometry (the ωB97M-V functional and the def2-TZVPD basis, the Open Molecules 2025 dataset).

Values from the calculation:
* orbital gap: 0.2943 hartree
* energy above the lowest of the compared OMol25 structures with the same formula, charge and spin: 249.7 kJ/mol
* net charge: -1
* energy: -324.3203 a.u.
* LUMO energy: 0.16792 hartree

```
14
C3H8NO2 (the ωB97M-V functional and the def2-TZVPD basis)
C 1.65 1.27 0.49
O 0.48 0.51 0.79
H 1.39 1.89 -0.39
H 2.02 1.88 1.29
H 2.49 0.62 0.12
O 0.66 0.16 -1.76
C 0.15 -0.45 -0.79
C -1.33 -0.56 -0.56
N -1.77 -0.91 0.80
H 0.69 -1.34 -0.38
H -1.77 0.45 -0.78
H -1.79 -1.28 -1.24
H -1.21 -0.35 1.44
H -1.68 -1.88 0.97
```



No. 11
# C3H8NO2

A gas-phase ion, C3H8NO2 (charge -1) in a non-equilibrium geometry (the ωB97M-V functional and the def2-TZVPD basis, the Open Molecules 2025 dataset).

Values from the calculation:
* orbital gap: 0.2863 hartree
* energy above the lowest of the compared OMol25 structures with the same formula, charge and spin: 402.5 kJ/mol
* net charge: -1
* SMILES: CC(C)([O-])NO
* energy: -324.2621 a.u.
* LUMO energy: 0.16006 hartree

```
14
C3H8NO2 (the ωB97M-V functional and the def2-TZVPD basis)
C 0.34 1.51 -0.19
C 0.05 -0.01 0.18
C 1.10 -1.09 -0.36
O -0.13 -0.14 1.48
N -1.38 -0.29 -0.44
O -2.06 -1.26 0.53
H -0.09 2.21 0.55
H -0.07 1.63 -1.11
H 1.45 1.62 -0.14
H 1.23 -0.87 -1.32
H 0.62 -1.96 -0.28
H 2.00 -0.93 0.20
H -1.79 0.61 -0.36
H -1.26 -1.03 1.26
```



No. 12
# C3H8NO2

A gas-phase ion, C3H8NO2 (charge +1) in a non-equilibrium geometry (the ωB97M-V functional and the def2-TZVPD basis, the Open Molecules 2025 dataset).

Values from the calculation:
* orbital gap (spin up / spin down): 0.2659 / 0.3593 hartree
* energy above the lowest of the compared OMol25 structures with the same formula, charge and spin: 539.5 kJ/mol
* net charge: +1
* energy: -323.9218 a.u.
* LUMO energy (spin up / spin down): -0.17321 / -0.13724 hartree

```
14
C3H8NO2 (the ωB97M-V functional and the def2-TZVPD basis)
C -0.98 -0.51 0.34
C 0.08 -1.45 -0.24
C 0.57 1.21 -0.54
N -0.21 0.81 0.64
O -0.23 -2.29 -1.25
O 1.72 1.64 0.06
H -1.89 -0.30 -0.35
H -1.54 -0.92 1.26
H 1.07 -1.47 0.30
H 0.04 1.88 -1.15
H -0.65 1.65 1.14
H 0.65 0.47 1.25
H 0.49 -2.77 -1.43
H 2.03 2.47 -0.38
```



No. 13
# C3H8NO2

A gas-phase ion, C3H8NO2 (charge +2) in a non-equilibrium geometry (the ωB97M-V functional and the def2-TZVPD basis, the Open Molecules 2025 dataset).

Values from the calculation:
* spin multiplicity: 2
* orbital gap (spin up / spin down): 0.3355 / 0.1998 hartree
* expectation value of S²: 0.758
* energy above the lowest of the compared OMol25 structures with the same formula, charge and spin: 171.0 kJ/mol
* net charge: +2
* energy: -323.5108 a.u.
* LUMO energy (spin up / spin down): -0.41875 / -0.55306 hartree

```
14
C3H8NO2 (the ωB97M-V functional and the def2-TZVPD basis)
O 0.70 2.16 1.26
C 0.04 1.78 0.34
C 0.19 0.41 -0.28
C -1.18 -0.41 -0.27
O -0.71 -1.67 -0.73
N 1.25 -0.46 0.39
H -0.56 2.55 -0.22
H 0.52 0.48 -1.32
H -1.86 0.02 -0.99
H -1.47 -0.54 0.77
H -1.40 -2.31 -0.54
H 2.16 -0.08 0.12
H 1.17 -0.49 1.41
H 1.15 -1.44 0.07
```



No. 14
# C3H8NO2

A gas-phase ion, C3H8NO2 (charge +2) in a non-equilibrium geometry (the ωB97M-V functional and the def2-TZVPD basis, the Open Molecules 2025 dataset).

Values from the calculation:
* spin multiplicity: 2
* orbital gap (spin up / spin down): 0.3248 / 0.1918 hartree
* expectation value of S²: 0.761
* energy above the lowest of the compared OMol25 structures with the same formula, charge and spin: 281.2 kJ/mol
* net charge: +2
* energy: -323.4689 a.u.
* LUMO energy (spin up / spin down): -0.43343 / -0.55580 hartree

```
14
C3H8NO2 (the ωB97M-V functional and the def2-TZVPD basis)
O -1.09 2.35 -0.29
C -0.40 1.38 -0.71
C -0.40 -0.07 -0.11
C 1.00 -0.73 -0.19
O 1.22 -0.77 -1.58
N -0.99 -0.06 1.31
H 0.23 1.54 -1.57
H -1.06 -0.82 -0.61
H 1.50 0.03 0.37
H 1.02 -1.75 0.19
H 2.13 -1.08 -1.77
H -1.78 -0.55 1.52
H -1.09 0.87 1.49
H -0.30 -0.35 1.95
```



No. 15
# C3H8NO2P

2 unconnected molecules or ions with the total composition C3H8NO2P in a non-equilibrium geometry (the ωB97M-V functional and the def2-TZVPD basis, the Open Molecules 2025 dataset).

Values from the calculation:
* orbital gap: 0.3354 hartree
* energy above the lowest of the compared OMol25 structures with the same formula, charge and spin: 321.6 kJ/mol
* net charge: 0
* energy: -665.5945 a.u.
* LUMO energy: 0.01313 hartree

```
15
C3H8NO2P (the ωB97M-V functional and the def2-TZVPD basis)
C -0.32 -0.25 -0.33
C 0.08 0.43 0.71
C -1.76 -0.40 -0.69
N -2.54 0.13 0.45
O 2.90 -1.28 0.46
O 3.21 0.92 -0.79
P 2.66 0.17 0.49
H 0.31 -0.97 -0.76
H -0.50 1.07 1.42
H -2.08 -1.34 -0.90
H -2.18 0.32 -1.49
H -3.60 0.23 0.37
H 3.05 0.44 -1.65
H -2.34 -0.41 1.19
H 3.10 0.95 1.52
```



No. 16
# C3H8NO2S

2 unconnected molecules or ions with the total composition C3H8NO2S in a non-equilibrium geometry (the ωB97M-V functional and the def2-TZVPD basis, the Open Molecules 2025 dataset).

Values from the calculation:
* orbital gap: 0.2066 hartree
* energy above the lowest of the compared OMol25 structures with the same formula, charge and spin: 200.0 kJ/mol
* net charge: -1
* energy: -722.5559 a.u.
* LUMO energy: 0.11070 hartree

```
15
C3H8NO2S (the ωB97M-V functional and the def2-TZVPD basis)
O 1.94 3.23 2.10
C 1.56 2.51 1.19
N 1.80 1.19 1.10
C 1.26 0.34 0.04
C 0.44 1.00 -1.12
S -1.32 0.85 -0.82
H 0.97 2.96 0.39
H 2.15 0.73 1.92
H 0.62 -0.44 0.44
H 2.02 -0.22 -0.52
H 0.85 0.53 -2.01
H 0.69 2.06 -1.19
H -4.32 -5.42 0.15
H -4.05 -4.57 -1.20
O -4.62 -4.75 -0.46
```



No. 17
# C3H8NO2S

A gas-phase ion, C3H8NO2S (charge +1) in a non-equilibrium geometry (the ωB97M-V functional and the def2-TZVPD basis, the Open Molecules 2025 dataset).

Values from the calculation:
* orbital gap: 0.3393 hartree
* energy above the lowest of the compared OMol25 structures with the same formula, charge and spin: 176.9 kJ/mol
* net charge: +1
* SMILES: [NH2+]=C(O)OCCS
* energy: -722.2339 a.u.
* LUMO energy: -0.13912 hartree

```
15
C3H8NO2S (the ωB97M-V functional and the def2-TZVPD basis)
N -0.37 -1.99 0.84
C 0.51 -1.17 1.33
O 0.93 -1.46 2.50
O 0.73 -0.21 0.47
C 1.71 0.88 0.43
C 1.71 1.76 1.60
S 0.96 3.45 1.22
H -0.72 -1.66 -0.11
H -0.82 -2.52 1.50
H 1.34 -0.63 3.01
H 2.67 0.36 0.37
H 1.55 1.24 -0.53
H 1.22 1.27 2.55
H 2.77 1.94 1.98
H 2.13 3.97 0.86
```